[1]
Entry from the Open Molecules 2025 dataset: a molecular structure, C15H22N2OPTl at a distorted geometry (the ωB97M-V functional and the def2-TZVPD basis).

```
42
Properties=species:S:1:pos:R:3:forces:R:3
C 0.5660 -1.3539 -5.7241 0.55 -0.28 0.05
C 1.8384 -1.1772 -5.0900 -0.17 -1.05 -0.06
C 1.9744 -2.2164 -4.1141 -0.61 0.03 -1.12
C 0.8134 -3.0486 -4.1838 0.50 1.01 0.15
C -0.0529 -2.5153 -5.1718 0.07 0.63 0.26
Tl 0.0751 -0.2264 -3.3444 3.57 -0.22 -0.80
P -2.0710 1.0065 -3.5649 -2.10 0.24 0.22
H 0.1466 -0.7085 -6.4916 0.12 -0.22 0.02
H 2.5377 -0.3561 -5.2681 -0.28 -0.40 0.05
H 2.7787 -2.3122 -3.4061 0.19 -0.11 0.01
H -1.0208 -2.9148 -5.4615 0.21 0.02 0.00
H 0.6209 -3.9131 -3.5639 0.03 -0.07 -0.08
H -3.2010 0.1413 -3.8729 0.04 1.67 0.08
H -1.6135 2.0116 -4.5038 -1.16 -0.47 0.78
H -2.0809 1.4692 -2.1760 -0.57 0.04 -1.52
C 0.5786 3.8703 3.2686 0.13 0.31 0.00
C -0.1250 2.6830 3.8616 -0.54 -1.22 -0.39
N 0.0270 1.4297 3.0805 -0.07 -0.16 -0.42
C 0.8464 0.3605 3.7001 -0.08 0.78 -0.68
C 0.1885 -0.2528 4.9101 -0.02 -0.20 0.15
C -0.5113 1.3991 1.8166 0.36 -0.37 1.03
O -0.9907 2.4031 1.3051 -0.14 -0.69 -0.17
C -0.4781 0.0599 1.0832 -0.12 0.11 -0.84
C -0.7776 -1.2155 1.6231 0.28 0.84 -0.80
C -0.8213 -2.3228 0.7739 0.26 0.40 -0.40
C -0.5073 -2.1149 -0.5833 0.60 0.66 0.86
N -0.0734 -0.9374 -1.0648 -1.80 -0.32 2.07
C -0.1827 0.1583 -0.2907 -0.18 -1.66 1.08
H 1.6501 3.6916 3.1725 0.02 0.04 -0.04
H 0.4223 4.7130 3.9408 0.13 0.16 -0.03
H 0.1482 4.1100 2.2952 0.19 0.00 0.18
H 0.2645 2.3922 4.8436 -0.27 0.57 -0.01
H -1.2125 2.8751 3.9006 0.45 0.04 0.30
H 1.0501 -0.3955 2.9395 0.16 0.20 0.19
H 1.8013 0.8273 3.9833 -0.11 -0.22 -0.08
H -0.7778 -0.6915 4.6547 -0.01 0.08 0.10
H 0.8261 -1.0472 5.2996 -0.02 0.02 0.11
H 0.0426 0.4922 5.6932 -0.08 -0.14 0.03
H -0.9945 -1.2750 2.6786 -0.09 -0.28 0.00
H -1.0316 -3.3300 1.1437 -0.15 0.45 -0.16
H -0.5790 -2.8903 -1.3255 0.19 -0.43 -0.07
H -0.0941 1.1213 -0.7669 0.50 0.25 -0.06
```
Positions in Å, forces in eV/Å.

Calculated values
LUMO level: -0.005 Eh
Multiplicity: 1
Electronic energy: -34917.096 eV
Energy above the lowest of the compared OMol25 structures with the same formula, charge and spin: 158.7 kJ/mol



[2]
Entry from the Open Molecules 2025 dataset: a molecular structure, C36H30N7NaOS5 (the ωB97M-V functional and the def2-TZVPD basis).

```
80
Properties=species:S:1:pos:R:3:forces:R:3
Na 0.7667 0.3283 0.4740 0.15 0.59 0.37
C 3.3783 -0.3393 -1.5875 0.04 -0.02 0.00
C 2.7147 -1.3733 -0.7288 0.06 0.03 0.01
N 2.8677 -1.2950 0.5406 -0.06 -0.05 0.01
N 2.2286 -2.3387 1.2086 0.11 -0.07 -0.07
C 1.5917 -2.0604 2.2786 -0.01 -0.02 0.02
S 1.3455 -0.5808 3.1289 -0.03 0.09 0.14
S 0.7476 -3.4574 3.0082 0.00 -0.11 0.04
C 0.9877 -4.7168 1.7382 -0.09 0.01 -0.08
C 2.2953 -5.4705 1.7115 0.03 0.02 0.00
C 3.3383 -5.2219 2.5933 -0.04 0.01 -0.01
C 4.5204 -5.9445 2.5126 0.04 0.00 0.02
C 4.6814 -6.9246 1.5454 0.05 -0.03 0.01
C 3.6493 -7.1708 0.6499 0.00 -0.02 -0.04
C 2.4705 -6.4482 0.7333 0.01 0.04 -0.01
C 1.8440 -2.3777 -1.3982 -0.08 0.05 -0.04
C 2.3768 -3.4709 -2.0525 0.03 -0.04 0.00
C 1.5620 -4.4126 -2.6772 0.07 -0.07 -0.01
C 0.1848 -4.2141 -2.6440 -0.05 -0.03 -0.03
C -0.3703 -3.1188 -2.0113 -0.04 0.03 0.06
C 0.4287 -2.1446 -1.3508 0.07 -0.04 -0.07
O -0.0617 -1.1234 -0.7599 -0.21 -0.36 -0.31
H 4.0507 0.2804 -0.9948 -0.01 0.01 0.00
H 2.6213 0.2982 -2.0539 -0.01 0.01 -0.01
H 3.9272 -0.8276 -2.3974 0.01 0.01 0.01
H 0.8505 -4.2289 0.7691 -0.02 0.00 0.04
H 0.1658 -5.4263 1.8694 0.00 0.00 0.03
H 3.2201 -4.4383 3.3299 -0.01 0.01 0.02
H 5.3280 -5.7259 3.2017 0.00 0.00 0.00
H 5.6093 -7.4809 1.4782 0.00 0.00 0.00
H 3.7690 -7.9152 -0.1288 0.00 0.00 0.01
H 1.6828 -6.6116 0.0063 -0.02 -0.01 0.00
H 3.4549 -3.6076 -2.0518 0.01 0.00 -0.01
H 1.9904 -5.2769 -3.1707 0.01 0.01 0.00
H -0.4715 -4.9289 -3.1332 0.01 0.00 0.01
H -1.4444 -2.9707 -1.9957 0.00 0.01 0.00
S -2.2936 1.6558 -6.7459 -0.06 -0.02 -0.03
C -1.8094 2.0261 -5.1861 0.18 -0.09 -0.05
S -0.1180 2.1225 -4.7921 -0.32 0.04 0.10
C -0.4977 2.5460 -3.1263 0.14 0.12 0.15
N -1.7772 2.5807 -2.9152 -0.13 0.03 0.05
N -2.5112 2.2764 -4.0570 0.21 0.06 -0.13
C -3.9172 2.2718 -3.8564 -0.10 -0.06 -0.01
C -4.8349 2.2742 -4.9057 0.08 0.08 0.03
C -6.1945 2.2736 -4.6306 -0.03 0.00 0.01
C -6.6624 2.2679 -3.3273 -0.05 0.00 -0.02
C -5.7452 2.2655 -2.2863 -0.01 0.01 0.03
C -4.3861 2.2698 -2.5399 -0.01 -0.07 0.00
S 0.7093 2.9019 -1.9828 0.13 -0.11 -0.17
H -4.4838 2.2754 -5.9231 0.00 0.00 0.00
H -6.8915 2.2753 -5.4600 -0.01 0.00 0.00
H -7.7259 2.2589 -3.1228 0.00 0.00 0.00
H -6.0852 2.2508 -1.2580 -0.01 0.00 0.00
H -3.6759 2.2551 -1.7296 0.00 -0.01 -0.01
C -4.0007 4.3970 3.0676 -0.04 0.02 0.00
C -2.9126 3.5494 2.4729 0.04 -0.04 -0.03
C -2.8326 3.3172 1.1070 0.02 0.00 0.01
C -1.7898 2.5510 0.6004 0.00 0.11 0.01
N -0.8455 2.0172 1.3701 -0.06 -0.17 -0.01
C -0.9350 2.2139 2.6838 0.03 0.03 0.11
C -1.9334 2.9706 3.2745 0.01 0.00 -0.05
H -4.7625 4.6355 2.3257 0.00 0.00 0.00
H -3.5923 5.3357 3.4474 0.00 0.01 0.01
H -4.4817 3.8871 3.9039 0.00 0.00 0.00
H -3.5673 3.7339 0.4274 0.00 0.01 0.01
H -1.6918 2.3838 -0.4643 0.01 -0.01 -0.06
H -0.1714 1.7303 3.2841 -0.01 -0.01 0.01
H -1.9466 3.0989 4.3502 0.00 0.01 0.01
N 1.6238 5.9900 5.4531 0.00 -0.02 -0.04
C 1.8094 5.2617 4.5824 -0.05 0.23 0.28
C 2.0494 4.3589 3.4977 0.06 -0.24 -0.28
C 2.6878 3.1427 3.7210 -0.05 0.12 -0.07
C 2.8808 2.3025 2.6336 0.07 -0.18 -0.02
N 2.4862 2.5995 1.3983 -0.07 0.10 -0.08
C 1.8795 3.7668 1.1960 -0.01 0.07 0.16
C 1.6377 4.6847 2.2085 0.03 -0.08 0.06
H 3.0090 2.8487 4.7098 -0.01 0.00 0.01
H 3.3324 1.3268 2.7613 0.01 0.01 0.02
H 1.5419 3.9722 0.1903 -0.02 -0.01 -0.11
H 1.1234 5.6124 2.0013 0.00 0.01 0.01
```
Positions in Å, forces in eV/Å.

Calculated values
LUMO level: 0.134 Eh
Multiplicity: 1
Electronic energy: -108893.300 eV
Total charge: -2
Energy above the lowest of the compared OMol25 structures with the same formula, charge and spin: 9.5 kJ/mol



[3]
Entry from the Open Molecules 2025 dataset: 2 unconnected molecules or ions with the total composition C36H48INO5S2 at a distorted geometry (the ωB97M-V functional and the def2-TZVPD basis).

```
93
Properties=species:S:1:pos:R:3:forces:R:3
C 4.8242 -3.6976 0.7394 0.45 0.09 0.80
O 4.4144 -3.5438 -0.6683 -1.18 -1.06 1.47
C 3.2023 -4.3680 -0.9584 0.55 0.18 -0.46
C 2.6663 -3.9721 -2.4809 1.14 -0.60 0.39
C 1.4349 -4.9158 -3.0158 -0.83 0.29 -0.27
C -0.0645 -4.3813 -2.5805 -0.02 0.29 -0.45
C -0.6003 -3.1721 -3.5787 -0.77 0.77 1.07
C -1.2587 -2.0267 -2.5596 0.41 0.13 0.08
C -0.0427 -1.0344 -2.0104 -1.08 -0.80 -1.19
C -0.5082 0.1668 -1.0050 -0.44 0.21 -1.38
C -1.4845 -0.2314 0.2380 -1.64 2.99 0.04
C -3.0491 -0.6475 -0.1918 0.74 -1.13 0.48
C -4.1486 0.1270 0.7554 -2.92 -3.19 3.69
O -4.9350 -0.5045 1.6673 5.16 4.08 -6.00
O -0.9083 -1.1076 1.2626 1.31 2.24 -1.19
S 0.6796 -0.5872 1.5859 4.55 -8.28 4.84
O 1.5813 -1.6699 0.8646 -3.36 4.77 0.99
O 0.9300 -0.8920 3.1106 -1.75 2.52 -5.38
C 1.1027 1.1545 1.0547 0.82 2.81 -0.91
C 0.3213 2.3646 1.8487 -1.32 1.22 1.61
C 0.0963 2.1366 3.4547 -1.76 -1.04 4.11
C -1.3903 1.5124 3.8978 1.89 0.84 2.59
C -1.8642 1.2433 5.4433 4.04 1.55 -1.12
C -0.7883 1.5645 6.6366 0.82 0.78 -4.58
C 0.7031 2.1850 6.2310 -2.93 -0.97 -2.04
C 1.1505 2.4912 4.6579 -2.94 -1.42 0.51
C 2.6147 3.1478 4.3264 -0.30 -0.01 1.06
C 2.7190 1.4743 1.3545 5.19 0.04 1.79
C 3.4512 2.9452 1.0398 1.57 -1.57 1.27
C 5.0211 3.2945 1.3562 -1.35 -3.64 0.76
C 6.0353 2.1763 2.0021 -5.08 -0.77 -0.97
C 5.3667 0.7133 2.3536 -1.59 3.17 -1.44
C 3.7541 0.3803 2.0545 1.67 3.09 -0.68
C 0.7578 1.1796 -0.5853 -0.25 0.64 0.16
I 2.6825 0.5801 -1.5477 -0.86 -0.01 -0.07
C 0.3915 2.7110 -1.1220 -1.02 -0.18 0.40
C 0.3927 2.8846 -2.7457 -1.06 0.39 -0.61
C 1.3351 4.1344 -3.3028 -0.86 -1.45 -2.27
S 3.0581 4.1876 -2.5802 0.13 0.35 -0.13
H 5.0734 -2.6433 1.1991 -0.56 -1.95 -1.09
H 5.8010 -4.3521 0.8374 -1.91 1.16 -0.38
H 3.9999 -4.1885 1.4217 1.44 0.97 -1.49
H 2.4305 -4.1114 -0.1157 1.15 -0.72 -1.72
H 3.5807 -5.4932 -0.9270 -1.23 2.11 -0.06
H 3.5922 -4.1415 -3.2151 -1.97 0.35 1.66
H 2.4535 -2.8211 -2.4969 0.11 -2.19 0.01
H 1.5060 -6.0405 -2.6347 0.27 2.44 -0.96
H 1.4631 -4.8544 -4.2056 0.00 -0.52 2.57
H -0.0141 -3.9613 -1.4746 -0.13 -0.92 -2.22
H -0.8972 -5.2359 -2.6255 2.06 1.71 0.22
H 0.2495 -2.6958 -4.2372 -1.56 -0.96 1.37
H -1.4793 -3.5066 -4.2871 1.93 0.38 1.36
H -2.0558 -1.3481 -3.0872 1.34 -1.43 0.86
H -1.7635 -2.6464 -1.6862 0.93 1.47 -1.76
H 0.2926 -0.4936 -3.0238 -0.28 -1.27 2.44
H 0.7622 -1.7719 -1.5921 -1.29 1.91 -0.60
H -1.1964 0.8645 -1.6941 1.37 -1.50 1.60
H -1.7067 0.7919 0.8160 0.74 -1.83 -1.28
H -3.1235 -1.8266 -0.0542 -0.21 2.64 -0.27
H -3.1858 -0.3751 -1.3309 0.15 -0.43 2.43
H -4.2357 1.3039 0.6160 0.14 -2.30 0.35
H 0.8666 3.4254 1.7679 -0.69 -2.73 -0.14
H -0.7602 2.6166 1.4092 2.35 -0.98 0.89
H -2.1779 1.2798 3.0444 1.82 0.52 1.92
H -2.9573 0.8286 5.6707 2.77 1.01 -0.58
H -1.1186 1.3647 7.7409 0.95 0.51 -2.33
H 1.4172 2.3961 7.1608 -1.52 -0.38 -2.52
H 3.0200 3.6234 5.3356 -0.96 -0.86 -2.13
H 3.4327 2.3429 4.0118 -2.03 1.73 0.39
H 2.4980 4.0119 3.5218 0.35 -2.02 1.68
H 2.8166 3.8437 0.5756 1.55 -2.32 1.09
H 5.4405 4.3783 1.1104 -1.18 -2.62 0.51
H 7.1513 2.4815 2.1824 -2.44 -0.91 -0.29
H 6.0828 -0.0946 2.8574 -2.01 1.82 -1.26
H 3.4221 -0.6861 2.3925 0.40 2.31 -0.86
H 1.0306 3.5523 -0.6245 -0.93 -1.83 -0.93
H -0.7280 2.8947 -0.7492 2.37 -0.33 -0.77
H 0.5844 1.8741 -3.3510 -0.03 2.26 1.59
H -0.7183 3.1951 -3.0578 2.35 -0.63 0.64
H 1.4582 3.9239 -4.4715 -0.36 0.63 2.54
H 0.7601 5.1494 -3.2099 1.43 -1.88 0.16
H 4.0382 3.7578 -3.5004 -1.77 0.28 0.42
C -8.5963 0.1014 -1.3017 -0.02 0.00 -0.03
C -7.2327 -0.0138 -1.0534 -0.21 0.07 -0.06
C -6.4417 -0.6296 -2.0101 -0.37 -0.35 -0.84
N -6.9187 -1.1293 -3.1711 -0.56 0.46 0.68
C -8.2468 -1.0044 -3.3834 0.93 -0.16 0.03
C -9.1172 -0.4019 -2.4894 0.14 0.10 0.26
H -9.2479 0.5791 -0.5758 0.08 -0.06 -0.08
H -6.7961 0.3671 -0.1371 -0.08 -0.09 -0.07
H -5.3712 -0.7408 -1.8640 -0.09 -0.02 0.02
H -8.6056 -1.4159 -4.3226 0.00 0.05 0.08
H -10.1754 -0.3273 -2.7129 0.10 -0.02 0.00
```
Positions in Å, forces in eV/Å.

Calculated values
SMILES string: COCCCCCCC[C@H]1[C@@H](CC=O)OS(=O)(=O)[C@@](Cc2ccccc2C)(c2ccccc2)[C@]1(I)CCCS.c1ccncc1
LUMO level: -0.016 Eh
Multiplicity: 1
Electronic energy: -79580.343 eV



[4]
Entry from the Open Molecules 2025 dataset: a molecular structure, C29H25ClPV at a distorted geometry (the ωB97M-V functional and the def2-TZVPD basis).

```
57
Properties=species:S:1:pos:R:3:forces:R:3
C -1.1257 -1.2922 1.4317 -0.26 -0.57 -0.41
C -0.9963 -1.9343 0.1624 0.33 -0.32 0.76
C 0.4000 -2.1522 -0.0614 -0.28 -0.23 0.54
H -1.8043 -2.2182 -0.4867 -0.08 0.00 0.07
C 1.0965 -1.6348 1.0609 -0.10 -0.53 0.32
C 0.1553 -1.1315 2.0008 0.34 -0.39 -0.97
H 0.3859 -0.6414 2.9296 0.00 0.11 0.00
H -2.0489 -0.9353 1.8535 -0.06 -0.03 0.09
H 0.8453 -2.6261 -0.9182 0.08 -0.01 -0.11
H 2.1667 -1.5838 1.1624 0.06 -0.03 0.01
V 0.0000 0.0000 0.0000 -0.44 2.57 3.44
Cl 1.9211 1.3713 0.1499 0.22 -0.29 -0.43
P 0.0112 0.3136 -2.2602 0.45 0.34 -2.79
C 1.2467 -0.7279 -3.1343 -0.08 -0.02 -0.06
C 0.9483 -1.4332 -4.2989 -0.02 0.01 0.12
H -0.0517 -1.4104 -4.7066 -0.08 0.00 -0.04
C 1.9313 -2.1706 -4.9442 0.02 -0.02 -0.01
H 1.6843 -2.7176 -5.8445 -0.01 0.00 -0.01
C 3.2230 -2.2038 -4.4405 -0.04 0.05 0.03
H 3.9884 -2.7784 -4.9451 0.01 -0.01 0.00
C 3.5295 -1.4904 -3.2893 0.00 -0.04 -0.05
H 4.5371 -1.5019 -2.8958 0.01 0.00 0.02
C 2.5497 -0.7589 -2.6375 -0.04 0.02 0.03
H 2.7931 -0.1968 -1.7471 0.03 0.06 0.12
C -1.5921 -0.1542 -3.0015 -0.01 0.19 0.04
C -2.0524 -1.4685 -2.9158 -0.01 0.00 -0.14
H -1.4189 -2.2381 -2.4965 0.06 -0.02 -0.07
C -3.3112 -1.8041 -3.3857 0.02 -0.01 -0.03
H -3.6515 -2.8294 -3.3251 0.00 -0.01 0.00
C -4.1331 -0.8270 -3.9330 0.03 0.05 0.02
H -5.1187 -1.0876 -4.2954 0.00 0.00 0.00
C -3.6856 0.4830 -4.0096 -0.10 -0.03 -0.03
H -4.3221 1.2503 -4.4292 -0.02 0.01 -0.02
C -2.4217 0.8204 -3.5481 -0.03 -0.11 0.03
H -2.0819 1.8436 -3.6063 0.00 0.08 -0.04
C 0.3359 1.9800 -2.9545 0.02 -0.20 -0.06
C 0.8456 2.1003 -4.2469 -0.04 0.04 0.05
H 1.0919 1.2183 -4.8205 0.01 -0.05 -0.03
C 1.0492 3.3519 -4.8049 0.02 0.03 0.01
H 1.4481 3.4330 -5.8073 0.01 0.00 -0.01
C 0.7520 4.4952 -4.0756 -0.02 -0.06 0.01
H 0.9147 5.4732 -4.5099 0.01 0.00 0.01
C 0.2488 4.3787 -2.7888 -0.03 0.05 0.05
H 0.0211 5.2646 -2.2116 0.00 0.02 0.01
C 0.0424 3.1279 -2.2252 -0.01 -0.12 -0.15
H -0.3471 3.0434 -1.2251 -0.02 0.00 0.30
C -2.0372 3.5251 2.9058 -0.14 -0.27 -0.42
C -2.7566 2.9927 1.8292 0.38 0.04 0.18
C -2.1769 2.0143 1.0107 0.52 0.34 0.71
C -0.8759 1.5684 1.2630 0.64 -0.73 -0.48
C -0.1632 2.1056 2.3494 -0.85 0.37 0.11
C -0.7415 3.0801 3.1658 -0.10 -0.33 -0.39
H -2.4866 4.2771 3.5414 -0.05 0.01 -0.02
H -3.7643 3.3346 1.6338 -0.06 0.05 -0.01
H -2.7337 1.5985 0.1839 -0.29 -0.06 -0.18
H 0.8362 1.7630 2.5784 0.06 0.03 -0.11
H -0.1853 3.4844 4.0023 0.00 0.03 0.03
```
Positions in Å, forces in eV/Å.

Calculated values
LUMO level (alpha / beta): -0.018 / -0.004 Eh
Multiplicity: 3
Electronic energy: -77977.890 eV
Energy above the lowest of the compared OMol25 structures with the same formula, charge and spin: 0.0 kJ/mol



[5]
Entry from the Open Molecules 2025 dataset: 3 unconnected molecules or ions with the total composition C5H15O3 at a distorted geometry (the ωB97M-V functional and the def2-TZVPD basis).

```
23
Properties=species:S:1:pos:R:3:forces:R:3
C -0.0404 0.6902 1.2751 -0.52 0.69 -2.15
O -0.4592 1.9716 0.8550 -0.09 -0.40 0.27
C -0.0200 -0.3613 0.1244 0.39 -0.19 0.34
C 1.3363 -0.4020 -0.5732 -0.26 -0.33 -0.68
C 1.4945 -1.3389 -1.8414 0.17 1.60 1.85
C 0.7798 -2.6594 -1.7107 -0.02 -0.30 -1.44
H 1.0164 0.7939 1.5503 -0.09 -0.44 1.05
H -0.7577 0.3051 2.0079 0.52 -0.11 0.73
H -0.8408 -0.2173 -0.5743 -0.10 0.40 -0.12
H -0.2067 -1.3570 0.5340 0.01 -0.09 0.13
H 2.1028 -0.6925 0.1466 -0.04 -0.12 0.26
H 1.5948 0.6152 -0.8670 0.02 0.22 -0.09
H 2.5488 -1.4846 -1.8350 1.13 -0.53 -0.29
H 1.3642 -0.6500 -2.6704 -0.68 -0.63 -0.65
H 1.3497 -3.5733 -1.9086 0.31 0.14 -0.48
H -0.1006 -2.6841 -2.3582 -0.17 -0.06 0.23
H 0.4992 -2.8666 -0.7121 -0.51 -0.03 1.12
H -1.9134 1.8167 0.3900 0.23 0.35 -0.09
H -2.8393 2.5518 -0.6322 0.10 0.05 -0.07
O -2.8849 1.8670 0.0360 -0.32 -0.20 0.15
H -2.0457 2.3216 3.1330 -0.17 -0.06 -0.01
H -0.7937 2.6398 2.3505 0.01 -0.36 -0.17
O -1.1840 2.7144 3.2803 0.09 0.40 0.13
```
Positions in Å, forces in eV/Å.

Calculated values
LUMO level (alpha / beta): 0.230 / 0.229 Eh
Multiplicity: 2
Electronic energy: -11567.308 eV
Total charge: -2
Energy above the lowest of the compared OMol25 structures with the same formula, charge and spin: 19.2 kJ/mol